(1)
Below is C5H8F3NO4S as an isolated structure at a distorted geometry, with properties calculated with the ωB97M-V functional and the def2-TZVPD basis.

Element x y z (Å)
C -0.854 -1.263 1.476
C -0.158 0.003 1.062
O 1.181 0.079 1.566
S 1.750 1.474 1.037
O 3.152 1.393 0.843
O 1.206 2.545 1.786
O 1.062 1.332 -0.403
C -0.091 0.423 -0.409
C 0.257 -0.586 -1.519
N 0.732 -1.873 -1.011
C -1.271 1.300 -0.868
F -1.686 2.130 0.099
F -0.901 2.041 -1.931
F -2.319 0.549 -1.245
H -1.909 -1.192 1.242
H -0.427 -2.156 1.046
H -0.746 -1.349 2.551
H -0.719 0.801 1.551
H -0.579 -0.721 -2.202
H 1.042 -0.127 -2.099
H 1.340 -2.318 -1.681
H -0.062 -2.484 -0.892

Output
**Calculated total energy**: -1248.81798 Eh

---

(2)
Below is C5H8FIrO4 as an isolated structure at a distorted geometry, with properties calculated with the ωB97M-V functional and the def2-TZVPD basis.

Element x y z (Å)
C 1.981 -1.147 0.939
O 1.413 0.067 0.513
Ir 1.555 1.643 -0.512
C 2.409 -2.059 -0.197
H 2.852 -0.891 1.564
H 1.236 -1.657 1.576
H 2.708 -3.038 0.204
H 1.592 -2.217 -0.914
H 3.276 -1.638 -0.726
C 0.382 0.989 1.611
O 0.978 1.239 2.848
C 0.242 0.662 3.867
C -0.607 -0.378 3.151
O -0.643 0.109 1.818
O 0.180 1.979 0.846
F -0.555 1.630 4.453
H 0.914 0.278 4.643
H -0.124 -1.364 3.177
H -1.624 -0.433 3.552

Output
**Spin multiplicity**: 6
**Relative energy (zero: lowest compared OMol25 entry of this formula, charge and spin)**: 1.100 eV
**Calculated total energy**: -699.93872 Eh
**Net charge**: +1

---

- calculated total energy of number 1 (C5H8F3NO4S)?
  -1248.81798 Eh